(1)
ORCA calculation (wB97M-V/def2-TZVPD) on a 2-piece molecular cluster, C3H10N2O overall.

Computed properties:
Spin multiplicity: 1
LUMO level (eV): 0.862
Structure (SMILES): C=CN.NCO
HOMO (eV): -8.52
ΔE to the lowest compared entry with this formula, charge and spin (kJ/mol): 181.6
HOMO-LUMO gap (eV): 9.38

Geometry as XYZ:
```
16
Properties=species:S:1:pos:R:3:forces:R:3:mulliken_charge:R:1
C -2.667612 -0.701424 0.534482 0.4 1.0 -0.8 -0.79
C -2.256295 -0.523202 -0.729010 0.7 -0.2 0.0 0.07
N -1.399303 -1.435344 -1.349799 0.0 -1.4 -0.2 -0.51
H -3.043423 0.161805 1.065218 -0.5 -0.3 0.0 0.26
H -2.354943 -1.584774 1.069034 -0.1 -0.1 0.2 0.27
H -2.412330 0.344586 -1.362624 -0.2 0.3 0.6 0.28
H -1.096410 -1.347260 -2.303696 -0.4 0.7 -0.2 0.23
H -1.685564 -2.399509 -1.241620 0.2 0.0 0.4 0.19
N 1.871453 -0.223895 1.022969 0.6 0.5 0.6 -0.55
C 2.135781 1.187425 0.948904 -0.6 -0.6 -0.7 -0.15
O 1.815776 1.738497 -0.340579 -0.1 0.5 0.2 -0.53
H 0.898916 -0.465477 1.103780 -0.1 0.0 -0.3 0.23
H 2.376052 -0.770968 0.344705 -0.1 -0.1 0.0 0.23
H 1.492785 1.677896 1.677273 0.1 0.2 0.1 0.27
H 3.182460 1.422073 1.131301 0.1 -0.2 0.2 0.23
H 1.748535 1.010864 -0.958478 0.0 -0.2 -0.1 0.27
```
Positions in Å, forces in eV/Å.

***

(2)
ORCA calculation (wB97M-V/def2-TZVPD) on an isolated molecule of C3H10N2O.

Computed properties:
Spin multiplicity: 1
LUMO level (eV): 1.045
Structure (SMILES): CCNCON
HOMO (eV): -9.02
ΔE to the lowest compared entry with this formula, charge and spin (kJ/mol): 367.9
HOMO-LUMO gap (eV): 10.07

Geometry as XYZ:
```
16
Properties=species:S:1:pos:R:3:forces:R:3:mulliken_charge:R:1
C 0.552471 -1.516238 0.335242 -1.3 -0.6 -1.5 -0.86
C 1.284027 -0.583190 -0.658966 1.5 -1.1 2.6 -0.40
N 1.058339 0.769048 -0.384848 -3.2 4.0 2.2 -0.32
C -0.337591 1.315852 -0.749739 0.4 0.5 -0.6 -0.51
O -1.727932 0.827015 -0.335856 2.1 -0.4 -0.9 -0.20
N -1.997206 1.271397 0.970446 0.7 -0.5 1.4 -0.53
H 0.489535 -1.106088 1.385683 0.9 -0.8 -1.0 0.21
H -0.538448 -1.576478 0.032176 1.1 -0.1 0.2 0.23
H 1.038188 -2.505334 0.093918 -0.8 0.6 1.4 0.33
H 2.387496 -0.780303 -0.452626 -1.1 0.2 -0.8 0.30
H 1.016463 -0.755606 -1.686716 0.0 -0.4 -0.4 0.33
H 1.255207 1.127032 0.627360 -0.2 -1.4 -2.4 0.31
H -0.366876 2.356963 -0.357329 0.3 -0.6 -0.6 0.39
H -0.373993 1.236827 -1.881984 -0.3 0.1 1.4 0.27
H -3.018640 1.306544 1.104280 0.7 -0.3 -0.4 0.25
H -1.596445 0.518875 1.578545 -0.9 0.8 -0.4 0.20
```
Positions in Å, forces in eV/Å.

***

(3)
ORCA calculation (wB97M-V/def2-TZVPD) on C3H10N2O as an isolated structure.

Computed properties:
Spin multiplicity: 1
LUMO level (eV): 0.364
HOMO (eV): -9.18
ΔE to the lowest compared entry with this formula, charge and spin (kJ/mol): 468.6
HOMO-LUMO gap (eV): 9.54

Geometry as XYZ:
```
16
Properties=species:S:1:pos:R:3:forces:R:3:mulliken_charge:R:1
C -0.943802 -0.612203 -1.108592 0.6 2.2 -0.7 -0.82
C -1.485781 -0.195920 0.290051 -0.8 -0.6 0.1 -0.58
N -0.501037 0.386752 1.283116 0.9 -2.9 1.0 -0.37
C 0.157255 1.434070 0.696828 -0.7 1.2 -4.7 -0.38
N 1.185722 1.327485 -0.166381 -0.8 1.0 4.1 -0.62
H 0.035815 -1.057206 -0.975302 0.0 -0.5 0.1 0.25
H -0.704088 0.233860 -1.813799 -0.4 -0.3 0.9 0.28
H -1.583436 -1.237187 -1.730831 -0.3 -0.3 0.7 0.38
H -2.340554 0.484143 0.388910 0.1 0.0 -0.9 0.37
H -1.902171 -1.140992 0.676030 0.5 0.4 0.6 0.31
H 0.245681 -0.337291 1.458544 -1.2 0.4 -0.2 0.44
H -0.429061 2.342343 0.661490 -0.3 0.6 0.3 0.45
H 1.382243 1.056893 0.965597 2.1 -0.3 -1.1 0.36
H 1.993336 -0.103895 -0.177581 -0.1 -2.6 0.3 0.40
H 2.815102 -1.443760 -0.486674 0.2 -0.2 0.0 0.26
O 2.074776 -1.137094 0.038600 0.1 2.0 -0.4 -0.72
```
Positions in Å, forces in eV/Å.

***

(4)
ORCA calculation (wB97M-V/def2-TZVPD) on a 2-piece molecular cluster, C3H10N2O overall.

Computed properties:
Spin multiplicity: 1
LUMO level (eV): 0.906
Structure (SMILES): NC=O.CNC
HOMO (eV): -8.83
ΔE to the lowest compared entry with this formula, charge and spin (kJ/mol): 89.9
HOMO-LUMO gap (eV): 9.74

Geometry as XYZ:
```
16
Properties=species:S:1:pos:R:3:forces:R:3:mulliken_charge:R:1
N 0.872196 -1.734450 1.104352 0.0 0.3 -0.1 -0.42
C 0.229140 -0.852696 1.927794 0.2 -0.1 0.0 0.08
O 0.739986 0.122329 2.421622 -0.1 0.0 0.0 -0.53
H 0.300562 -2.279625 0.480583 0.1 -0.1 0.1 0.27
H 1.747376 -1.397773 0.727011 0.0 -0.1 0.0 0.24
H -0.803489 -1.161678 2.144705 -0.2 0.0 0.0 0.36
C -0.990836 1.814887 -1.025981 0.8 0.2 -0.2 -0.80
N -0.014296 0.961892 -1.694419 0.0 -0.2 0.1 -0.32
C -0.482009 -0.394550 -1.921523 -0.3 0.1 -0.1 -0.76
H -1.014278 1.530549 0.026139 -0.4 -0.1 0.0 0.22
H -1.977053 1.802979 -1.496238 -0.2 -0.1 0.2 0.30
H -0.617266 2.840797 -1.039923 -0.1 0.0 -0.1 0.33
H 0.328426 1.377621 -2.547126 -0.1 0.0 0.0 0.22
H -1.185789 -0.509329 -2.767736 0.1 0.1 0.2 0.33
H 0.361610 -1.058689 -2.106641 0.0 -0.1 0.0 0.29
H -1.018939 -0.725885 -1.025313 0.2 -0.1 -0.1 0.19
```
Positions in Å, forces in eV/Å.

***

(5)
ORCA calculation (wB97M-V/def2-TZVPD) on a 2-piece molecular cluster, C3H10N2O overall.

Computed properties:
Spin multiplicity: 1
LUMO level (eV): 0.823
Structure (SMILES): C=CO.NCN
HOMO (eV): -8.97
ΔE to the lowest compared entry with this formula, charge and spin (kJ/mol): 284.8
HOMO-LUMO gap (eV): 9.79

Geometry as XYZ:
```
16
Properties=species:S:1:pos:R:3:forces:R:3:mulliken_charge:R:1
C -3.718525 -0.787064 1.096435 -1.5 -3.7 2.3 -0.75
C -2.455270 -1.189109 1.084058 -1.4 1.3 -1.0 0.15
O -1.630366 -0.539564 0.270785 1.9 3.1 -1.2 -0.51
H -4.383838 -1.564476 1.679571 0.8 2.3 -1.2 0.19
H -4.081760 -0.053437 0.394805 -0.2 0.1 0.2 0.25
H -1.986004 -2.020819 1.562480 -0.1 -0.4 0.4 0.35
H -1.938035 0.430995 0.120572 0.7 -2.7 0.4 0.30
N 1.739554 1.635164 -0.184117 -0.1 -2.2 -2.7 -0.54
C 3.025109 0.924086 -0.737743 -1.2 0.8 -0.8 -0.24
N 2.579182 -0.394724 -1.182400 0.3 -0.3 1.5 -0.63
H 1.727475 2.579678 0.156482 0.6 0.4 -0.2 0.19
H 1.087883 1.534322 -1.049082 1.2 0.7 2.3 0.18
H 3.372097 1.421221 -1.716479 0.0 -0.4 1.7 0.25
H 3.856711 0.836847 0.032500 -1.3 0.3 -0.9 0.29
H 2.035433 -0.847480 -0.421242 0.5 0.4 -0.9 0.27
H 2.013924 -0.370892 -2.016765 -0.1 0.2 0.0 0.24
```
Positions in Å, forces in eV/Å.

***

(6)
ORCA calculation (wB97M-V/def2-TZVPD) on a 2-piece molecular cluster, C3H10N2O overall.

Computed properties:
Spin multiplicity: 2
LUMO level (alpha / beta) (eV): -3.343 / -9.141
HOMO (alpha / beta) (eV): -13.85 / -13.83
Charge: +1
ΔE to the lowest compared entry with this formula, charge and spin (kJ/mol): 389.2
HOMO-LUMO gap (alpha / beta) (eV): 10.51 / 4.69

Geometry as XYZ:
```
16
Properties=species:S:1:pos:R:3:forces:R:3:mulliken_charge:R:1
C 1.132667 0.342938 -1.358504 1.2 1.8 0.8 -0.72
N -0.138143 -0.410588 -1.054783 0.7 8.0 -2.4 0.08
C -1.100323 0.455088 -1.870357 -2.1 -4.8 -0.4 -0.82
H 1.077687 1.390127 -1.913358 -1.0 -2.3 0.9 0.31
H 1.810922 0.633878 -0.516510 -0.8 -1.3 -0.1 0.31
H 1.624126 -0.282037 -2.024669 1.6 -1.2 -1.3 0.39
H -0.476924 -0.271647 -0.123925 -0.1 -1.6 2.0 0.31
H -0.835728 0.578354 -2.968655 -0.3 -0.3 1.7 0.39
H -1.512551 1.323575 -1.385851 0.9 0.9 0.7 0.41
H -1.996488 -0.202181 -1.624954 0.0 0.6 -1.7 0.35
C 0.768667 -0.510781 2.603351 -0.9 -3.3 0.3 0.12
N -0.586997 -0.608842 2.229058 3.2 -1.0 -1.3 -0.45
O 1.418641 -1.550338 2.666697 -0.4 2.4 -0.3 -0.49
H 1.092311 0.501845 2.875144 0.1 -0.1 -0.1 0.37
H -1.211288 0.069312 2.374389 -2.4 3.7 1.0 0.20
H -1.066580 -1.458704 2.092927 0.3 -1.6 0.2 0.25
```
Positions in Å, forces in eV/Å.

***

(7)
ORCA calculation (wB97M-V/def2-TZVPD) on a 2-piece molecular cluster, C3H10N2O2 overall.

Computed properties:
Spin multiplicity: 1
LUMO level (eV): 0.858
Structure (SMILES): NCCNC=O.O
HOMO (eV): -9.71
ΔE to the lowest compared entry with this formula, charge and spin (kJ/mol): 130.5
HOMO-LUMO gap (eV): 10.57

Geometry as XYZ:
```
17
Properties=species:S:1:pos:R:3:forces:R:3:mulliken_charge:R:1
N 0.160146 1.630770 -2.979365 -0.2 0.1 0.6 -0.61
C 0.190751 0.486033 -2.032152 0.3 1.9 0.1 -0.25
C -0.204129 0.988837 -0.642729 -0.5 -0.8 0.1 -0.78
N 0.139441 0.010726 0.383380 0.1 0.5 0.2 -0.05
C 0.265743 0.374832 1.688988 1.0 -0.7 -1.1 0.09
O 0.129595 -0.399549 2.616608 0.2 0.4 0.4 -0.61
H -0.308256 2.409123 -2.533867 -0.1 0.1 -0.2 0.21
H -0.319600 1.444486 -3.841796 -0.1 -0.2 -0.2 0.23
H -0.556594 -0.259503 -2.297996 0.6 -0.6 -0.2 0.27
H 1.249729 0.230397 -1.987542 -0.3 -1.1 0.0 0.28
H -1.289878 1.123123 -0.644676 -0.1 0.1 0.0 0.27
H 0.204104 1.962168 -0.373138 0.4 0.0 -0.1 0.42
H 0.084312 -0.991167 0.207001 -0.7 0.3 -0.1 0.31
H 0.729511 1.375563 1.743207 -0.7 0.3 0.6 0.29
O -0.399738 -2.691020 1.120767 0.5 -0.5 -0.7 -0.73
H 0.146788 -2.163566 1.716731 -0.3 0.0 0.5 0.34
H -1.275832 -2.688487 1.497949 -0.3 0.1 0.3 0.32
```
Positions in Å, forces in eV/Å.

***

(8)
ORCA calculation (wB97M-V/def2-TZVPD) on a 2-piece molecular cluster, C3H10N2O2 overall.

Computed properties:
Spin multiplicity: 1
LUMO level (eV): 0.622
Structure (SMILES): CC(=O)NCN.O
HOMO (eV): -8.68
ΔE to the lowest compared entry with this formula, charge and spin (kJ/mol): 181.9
HOMO-LUMO gap (eV): 9.30

Geometry as XYZ:
```
17
Properties=species:S:1:pos:R:3:forces:R:3:mulliken_charge:R:1
C -0.095037 1.384561 0.406547 -0.2 1.6 0.8 -0.95
C -0.246346 0.196457 -0.556488 1.4 1.9 0.8 0.62
O -1.145904 0.108306 -1.334775 -2.5 0.3 -0.6 -0.59
N 0.760130 -0.678130 -0.629181 2.6 -2.3 1.3 -0.26
C 0.446145 -2.144068 -0.898032 -1.1 1.8 -2.3 -0.49
N -0.371395 -2.346446 -2.138733 1.0 -1.1 2.1 -0.47
H 0.720184 2.196823 0.047188 -2.3 -1.8 0.6 0.24
H -1.160622 1.777319 0.635542 1.9 0.0 -1.1 0.29
H 0.197876 1.108463 1.439068 0.4 -0.3 -0.6 0.27
H 1.573351 -0.632674 0.032186 -1.5 0.4 -0.7 0.26
H 1.411655 -2.567005 -1.061247 0.5 -0.6 -0.1 0.33
H 0.038422 -2.506947 0.055297 -0.5 -0.4 -0.7 0.30
H 0.117582 -2.473952 -3.020446 -0.2 0.4 0.7 0.19
H -1.279230 -1.903133 -2.148187 0.6 0.1 -0.2 0.25
O 0.354652 2.869144 3.948138 -0.5 0.3 -0.3 -0.62
H 1.051118 2.231014 4.097972 0.2 0.1 0.4 0.31
H 0.309957 3.500826 4.678956 0.3 -0.5 -0.1 0.31
```
Positions in Å, forces in eV/Å.

***

> Which value of spin multiplicity does entry 8 give?

1

***

> spin multiplicity of number 4 (C3H10N2O)?

1

***

> Which formula does entry 2 have?

C3H10N2O